The following is a quantum chemistry calculation of a structure of composition C8H16CuO14S3, from the OMol25 dataset.

Last column: Löwdin spin population.
Geometry (Å):
Cu 0.079 -0.477 0.310  0.602
S -1.263 -1.412 3.184  -0.025
O -1.142 -2.843 3.340  0.455
O -2.399 -0.800 3.772  0.029
O 0.000 -1.075 3.838  0.489
O -1.251 -1.100 1.765  0.042
S 2.057 -2.401 1.142  -0.004
O 3.320 -2.516 0.485  0.027
O 0.925 -2.466 0.202  0.209
O 1.936 -3.295 2.269  0.017
O 1.834 -1.054 1.526  0.132
S 2.103 0.095 -2.373  0.000
O 3.001 -0.968 -1.989  0.000
O 3.052 1.229 -2.444  0.001
O 1.716 -0.112 -3.766  0.000
O 1.018 0.310 -1.427  0.004
C 0.504 3.734 1.298  0.000
C 0.883 3.143 2.615  0.002
C 0.672 1.602 2.562  0.004
O 0.292 1.439 1.202  0.013
C 0.715 2.547 0.380  0.000
H 1.037 4.585 0.873  0.000
H -0.548 3.991 1.417  0.000
H 0.426 3.586 3.500  0.000
H 1.936 3.346 2.813  0.000
H -0.149 1.484 3.270  0.002
H 1.507 1.018 2.950  0.001
H -0.021 2.644 -0.417  0.000
H 1.776 2.555 0.130  0.000
C -1.649 -1.815 -3.442  0.000
C -2.585 -0.760 -2.987  0.000
C -2.139 -0.196 -1.620  -0.001
O -1.187 -1.225 -1.198  0.001
C -1.085 -2.292 -2.107  0.000
H -0.974 -1.476 -4.228  0.000
H -2.140 -2.646 -3.947  0.000
H -3.526 -1.284 -2.823  0.000
H -2.532 0.038 -3.728  0.000
H -3.049 -0.294 -1.028  0.000
H -1.551 0.722 -1.623  0.000
H -1.587 -3.078 -1.544  0.000
H -0.013 -2.483 -2.150  0.000

Output
LUMO level (alpha / beta): 6.6 / 5.9 eV
spin multiplicity: 3
E_HOMO (alpha / beta): 2.655 / 2.658 eV
total charge: -3
calculated total energy: -114358.44170 eV
largest force on an atom: 6.99 eV/Å

The following is a quantum chemistry calculation of a structure of composition C43H38AsN3OPdS, from the OMol25 dataset.

Last column: Löwdin charge in e.
Geometry (Å):
Pd 1.331 -0.467 -0.298  0.803
C 5.578 -0.559 -0.663  -0.098
C 6.036 -0.510 0.645  -0.098
C 5.119 -0.511 1.682  -0.054
C 3.744 -0.551 1.427  -0.183
C 3.262 -0.606 0.103  -0.197
C 4.217 -0.621 -0.919  -0.120
C 2.791 -0.538 2.573  -0.231
C 3.172 -0.002 3.841  -0.006
C 2.274 0.024 4.862  -0.015
C 0.970 -0.482 4.661  -0.177
C -0.040 -0.467 5.649  -0.042
C -1.286 -0.959 5.371  -0.085
C -1.570 -1.500 4.098  -0.074
C -0.610 -1.523 3.125  -0.010
C 0.679 -1.000 3.384  -0.215
N 1.583 -1.010 2.371  0.145
H 6.285 -0.567 -1.484  0.099
H 7.098 -0.488 0.856  0.097
H 5.488 -0.512 2.699  0.098
H 3.882 -0.703 -1.947  0.075
H 4.161 0.411 3.975  0.102
H 2.540 0.445 5.826  0.118
H 0.191 -0.059 6.627  0.112
H -2.057 -0.946 6.131  0.100
H -2.557 -1.898 3.891  0.100
H -0.800 -1.933 2.141  0.096
S 0.641 4.060 -1.752  0.578
C 0.664 2.858 -2.937  -0.880
N 1.679 1.994 -3.046  0.019
C 1.748 0.916 -4.022  -0.167
C 0.350 0.502 -4.445  -0.175
C -0.435 1.736 -4.863  -0.167
N -0.346 2.748 -3.821  0.015
H 2.385 2.066 -2.333  0.113
H 2.271 0.082 -3.555  0.091
H 2.331 1.239 -4.891  0.122
H -0.154 0.027 -3.604  0.080
H 0.408 -0.204 -5.273  0.120
H -1.489 1.490 -5.004  0.115
H -0.056 2.133 -5.811  0.118
H -1.086 3.418 -3.700  0.107
C 1.191 -4.933 -1.931  -0.116
C 1.348 -4.675 -0.576  -0.105
C 1.482 -3.369 -0.119  -0.120
C 1.449 -2.295 -1.009  -0.263
C 1.303 -2.566 -2.369  -0.119
C 1.174 -3.873 -2.826  -0.104
H 1.091 -5.951 -2.287  0.093
H 1.374 -5.496 0.131  0.096
H 1.613 -3.176 0.939  0.079
H 1.270 -1.754 -3.084  0.062
H 1.057 -4.063 -3.887  0.096
O -0.477 0.121 -1.387  -0.531
As -1.720 0.714 -0.467  1.217
C -2.851 1.949 -1.385  -0.304
C -3.712 1.456 -2.363  -0.099
C -4.486 2.336 -3.102  -0.082
C -4.401 3.703 -2.859  -0.078
C -3.549 4.190 -1.878  -0.074
C -2.768 3.312 -1.136  -0.115
C -2.823 -0.747 0.094  -0.302
C -2.320 -2.030 -0.097  -0.091
C -3.055 -3.119 0.348  -0.065
C -4.278 -2.923 0.976  -0.078
C -4.780 -1.640 1.155  -0.082
C -4.054 -0.546 0.711  -0.101
C -0.902 1.532 1.055  -0.301
C 0.450 1.835 0.913  -0.171
C 1.155 2.332 2.000  -0.060
C 0.508 2.526 3.212  -0.068
C -0.842 2.229 3.346  -0.071
C -1.551 1.724 2.267  -0.085
H -3.776 0.390 -2.550  0.111
H -5.155 1.959 -3.864  0.105
H -5.005 4.390 -3.437  0.105
H -3.478 5.254 -1.697  0.110
H -2.077 3.692 -0.395  0.083
H -1.358 -2.167 -0.581  0.091
H -2.669 -4.120 0.206  0.111
H -4.848 -3.776 1.324  0.105
H -5.738 -1.494 1.637  0.104
H -4.451 0.455 0.834  0.106
H 0.930 1.777 -0.067  0.042
H 2.206 2.568 1.894  0.121
H 1.063 2.906 4.060  0.111
H -1.338 2.368 4.297  0.109
H -2.595 1.459 2.385  0.103

Output
LUMO level: 0.3 eV
spin multiplicity: 1
E_HOMO: -7.191 eV
calculated total energy: -126879.42956 eV
largest force on an atom: 0.79 eV/Å

The following is a quantum chemistry calculation of a structure of composition C42H50AsF6KN8OSSi, from the OMol25 dataset.

Last column: Löwdin spin population.
Geometry (Å):
K 1.112 -0.069 -1.276  0.002
C -4.436 3.685 -2.392  0.002
C -4.751 2.214 -2.644  0.003
N -4.177 1.314 -1.651  0.031
C -2.789 1.121 -1.676  0.092
S -2.110 0.164 -0.327  0.020
N -2.072 1.620 -2.601  -0.012
N -0.771 1.235 -2.744  0.192
C 0.010 2.159 -3.310  0.152
C -0.524 3.561 -3.506  0.021
C 1.339 1.825 -3.717  0.099
C 2.313 2.824 -4.033  0.066
C 3.581 2.462 -4.409  0.035
C 3.924 1.101 -4.488  0.129
C 2.939 0.186 -4.147  0.003
N 1.700 0.497 -3.781  0.128
H -4.887 4.313 -3.167  0.000
H -3.355 3.839 -2.400  0.000
H -4.833 4.002 -1.423  0.000
H -4.357 1.914 -3.613  0.000
H -5.831 2.051 -2.653  0.000
H -4.519 1.483 -0.715  0.004
H -0.887 3.967 -2.555  0.005
H -1.383 3.529 -4.183  0.006
H 0.207 4.248 -3.921  0.000
H 2.078 3.875 -3.946  0.003
H 4.317 3.229 -4.626  0.000
H 4.920 0.768 -4.746  0.009
H 3.177 -0.878 -4.155  -0.003
C -3.329 -1.185 -0.154  0.005
Si -2.593 -2.919 -0.154  0.002
C -1.596 -3.247 -1.728  0.000
N -0.217 -2.759 -1.785  0.000
C 0.691 -3.579 -0.946  0.000
C 1.979 -3.955 -1.671  0.000
C 1.661 -4.714 -2.963  0.000
C 0.616 -3.957 -3.821  0.000
C 0.262 -2.621 -3.170  0.000
C -4.115 -4.039 -0.247  0.001
C -4.652 -4.470 -1.464  0.000
C -5.804 -5.246 -1.512  0.000
C -6.448 -5.607 -0.337  0.000
C -5.932 -5.192 0.885  0.000
C -4.777 -4.420 0.925  0.000
C -1.779 -3.321 1.487  0.000
C -1.633 -2.359 2.489  0.000
C -1.088 -2.687 3.726  0.000
C -0.666 -3.985 3.977  0.000
C -0.796 -4.956 2.991  0.000
C -1.352 -4.623 1.763  0.000
H -3.941 -1.040 0.741  0.000
H -4.004 -1.116 -1.009  0.000
H -2.168 -2.739 -2.514  0.000
H -1.669 -4.329 -1.951  0.000
H 0.189 -4.516 -0.671  0.000
H 0.913 -3.052 -0.014  0.000
H 2.590 -4.569 -1.009  0.000
H 2.570 -3.067 -1.889  0.000
H 1.279 -5.706 -2.704  0.000
H 2.580 -4.871 -3.531  0.000
H -0.289 -4.559 -3.936  0.000
H 0.997 -3.769 -4.828  0.000
H -0.497 -2.082 -3.735  0.000
H 1.136 -1.969 -3.183  0.000
H -4.164 -4.195 -2.396  0.000
H -6.198 -5.568 -2.469  0.000
H -7.349 -6.208 -0.372  0.000
H -6.428 -5.470 1.807  0.000
H -4.374 -4.113 1.886  0.000
H -1.934 -1.333 2.301  0.000
H -0.983 -1.924 4.488  0.000
H -0.230 -4.239 4.936  0.000
H -0.462 -5.969 3.177  0.000
H -1.459 -5.395 1.004  0.000
N 1.412 5.383 4.622  0.000
C 2.177 6.205 5.410  0.000
C 1.871 7.082 6.444  0.000
C 2.931 7.763 7.014  0.000
C 4.246 7.572 6.565  0.000
C 4.542 6.699 5.535  0.000
C 3.488 6.003 4.946  0.000
N 3.491 5.093 3.915  0.000
C 2.251 4.743 3.744  0.000
C 1.772 3.810 2.738  0.000
C 2.655 3.225 1.843  0.000
C 2.168 2.364 0.874  0.000
N 0.870 2.056 0.747  0.000
C 0.032 2.606 1.624  0.000
C 0.430 3.478 2.621  0.000
H 0.414 5.283 4.664  0.000
H 0.855 7.231 6.787  0.000
H 2.741 8.459 7.821  0.000
H 5.046 8.127 7.040  0.000
H 5.555 6.549 5.185  0.000
H 3.712 3.445 1.914  0.000
H 2.851 1.904 0.169  0.000
H -1.013 2.332 1.505  0.000
H -0.318 3.885 3.291  0.000
C 1.567 -1.112 2.227  0.000
O 0.537 -0.901 1.261  0.000
H 1.141 -1.466 3.166  0.000
H 2.144 -0.203 2.410  0.000
H 2.259 -1.862 1.850  0.000
H 0.362 0.046 1.193  0.000
F 3.063 -1.112 -0.654  0.000
As 4.790 -0.915 -0.389  0.000
F 4.680 0.651 -1.105  0.001
F 5.075 -1.619 -1.936  0.000
F 6.477 -0.716 -0.130  0.000
F 4.814 -2.481 0.331  0.000
F 4.444 -0.208 1.152  0.000

Output
LUMO level (alpha / beta): 1.5 / 1.5 eV
spin multiplicity: 2
E_HOMO (alpha / beta): -1.892 / -4.653 eV
total charge: -1
calculated total energy: -170522.85934 eV
largest force on an atom: 1.17 eV/Å

The following is a quantum chemistry calculation of a structure of composition C6H10AgClO6S, from the OMol25 dataset.

Last column: Löwdin spin population.
Geometry (Å):
Ag -0.262 -0.142 2.903  0.064
Cl 0.770 0.357 1.193  0.482
O -3.538 2.425 2.300  0.016
C -2.654 2.266 1.465  -0.002
O -1.703 3.200 1.269  0.039
C -0.778 2.801 0.287  0.070
C -1.451 1.709 -0.480  0.008
C -2.423 1.126 0.456  0.001
H 0.143 2.371 0.679  0.030
H -0.465 3.618 -0.364  0.011
H -0.710 1.033 -0.908  0.002
H -1.853 2.079 -1.424  0.006
H -2.314 0.130 0.885  0.000
H -3.341 0.864 -0.071  0.001
C 0.804 -2.139 -0.250  0.098
C 1.411 -1.362 -1.396  0.008
O 2.795 -1.418 -1.217  0.016
S 3.290 -2.918 -0.542  -0.003
O 4.339 -2.758 0.435  -0.001
O 3.452 -3.965 -1.564  0.014
O 1.802 -3.028 0.244  0.074
H -0.019 -2.694 -0.701  0.018
H 0.478 -1.472 0.548  0.039
H 1.038 -0.339 -1.353  0.003
H 1.191 -1.744 -2.393  0.008

Output
LUMO level (alpha / beta): -5.8 / -9.6 eV
spin multiplicity: 2
E_HOMO (alpha / beta): -14.121 / -14.094 eV
total charge: +1
calculated total energy: -46013.04895 eV
largest force on an atom: 5.25 eV/Å

The following is a quantum chemistry calculation of the molecule C3H3BrCl2, from the OMol25 dataset.

Last column: natural (NBO) charge in e.
Geometry (Å):
C 1.155 -0.393 -0.070  -0.696
C -0.308 -0.228 0.038  0.049
Br -1.285 -2.136 0.129  -0.048
C -1.072 0.827 0.026  -0.161
Cl -2.750 0.920 0.024  0.101
Cl -0.345 2.462 0.112  0.005
H 1.653 -0.003 0.783  0.242
H 1.427 -1.592 -0.018  0.258
H 1.525 0.143 -1.024  0.250

Output
LUMO level: -0.4 eV
SMILES: CC(Br)=C(Cl)Cl
spin multiplicity: 1
E_HOMO: -9.679 eV
calculated total energy: -98245.50606 eV
largest force on an atom: 3.40 eV/Å

The following is a quantum chemistry calculation of the molecule C3H7NO3, from the OMol25 dataset.

Last column: natural (NBO) charge in e.
Geometry (Å):
N -0.303 -1.172 -1.162  -0.836
C -0.190 0.037 -0.355  -0.182
C 1.128 -0.038 0.420  -0.068
O 2.130 0.524 -0.435  -0.744
C -1.400 0.217 0.533  0.790
O -2.525 -0.022 0.199  -0.587
O -1.140 0.955 1.643  -0.686
H 0.211 -1.117 -2.028  0.371
H -1.275 -1.339 -1.367  0.379
H -0.157 0.953 -0.958  0.223
H 1.158 0.548 1.333  0.184
H 1.341 -1.085 0.634  0.183
H 3.010 0.153 -0.294  0.477
H -1.988 1.385 1.837  0.497

Output
LUMO level: 0.7 eV
SMILES: N[C@H](CO)C(=O)O
spin multiplicity: 1
E_HOMO: -9.622 eV
calculated total energy: -10857.03338 eV
largest force on an atom: 1.33 eV/Å

The following is a quantum chemistry calculation of a cluster of 3 separate species, C5H12O in total, from the OMol25 dataset.

Last column: natural (NBO) charge in e.
Geometry (Å):
C 1.544 0.253 -1.603  -0.182
O -2.103 -0.707 0.026  -1.064
C 2.241 0.057 -0.466  -0.338
C 1.727 -0.237 0.815  0.150
C 0.306 -0.295 1.065  -0.513
C -0.322 1.096 1.065  -0.606
H 2.066 0.553 -2.497  0.212
H 0.492 0.047 -1.616  0.225
H -4.182 -0.803 -1.774  -0.002
H -3.662 -1.207 -2.121  0.002
H 3.320 0.134 -0.547  0.219
H 2.432 -0.593 1.546  0.205
H -2.425 -0.909 0.913  0.412
H -0.111 -0.799 0.169  0.346
H 0.086 -0.815 1.986  0.236
H 0.074 1.681 0.255  0.193
H -0.105 1.673 1.957  0.199
H -1.377 0.872 0.827  0.308

Output
LUMO level: -2.6 eV
spin multiplicity: 1
E_HOMO: -7.433 eV
calculated total energy: -7420.55690 eV
largest force on an atom: 2.00 eV/Å

The following is a quantum chemistry calculation of a cluster of 2 separate species, C4H11NO in total, from the OMol25 dataset.

Last column: natural (NBO) charge in e.
Geometry (Å):
C -2.283 0.942 1.115  -0.543
C -2.311 0.504 -0.136  0.167
O -1.598 0.783 -1.266  -0.703
H -3.004 0.507 1.790  0.214
H -1.772 1.865 1.372  0.201
H -3.057 -0.254 -0.393  0.153
H -0.688 0.869 -0.975  0.497
C 2.069 0.445 0.458  -0.409
N 1.308 -0.184 -0.584  -0.666
C 0.900 -1.577 -0.537  -0.417
H 2.113 1.511 0.258  0.207
H 1.483 0.409 1.385  0.190
H 3.020 -0.032 0.729  0.169
H 1.608 0.063 -1.511  0.364
H 1.423 -2.229 -1.248  0.181
H -0.114 -1.690 -0.945  0.196
H 0.903 -1.933 0.487  0.201

Output
LUMO level: 1.0 eV
SMILES: C=CO.CNC
spin multiplicity: 1
E_HOMO: -8.775 eV
calculated total energy: -7862.27962 eV
largest force on an atom: 2.00 eV/Å